Record 1
{
  "formula": "C29H54NO19",
  "method": "ωB97M-V/def2-TZVPD",
  "molar_mass_da": 720.7,
  "e_tot_ha": -2621.69827,
  "e_homo_ev": [-8.48, -9.69],
  "s2": 0.754,
  "homo_lumo_gap_ha": [0.321, 0.365],
  "fmax_ev_per_a": 1.52,
  "multiplicity": 2,
  "species": ["C", "O", "H", "H", "C", "C", "H", "C", "C", "H", "C", "H", "C", "H", "C", "H", "H", "O", "H", "O", "O", "H", "H", "H", "H", "H", "H", "O", "C", "H", "H", "O", "H", "H", "H", "H", "H", "H", "O", "C", "C", "C", "C", "H", "C", "H", "H", "C", "O", "O", "H", "O", "C", "H", "H", "O", "C", "H", "H", "H", "H", "H", "H", "H", "C", "C", "H", "O", "O", "H", "H", "C", "C", "H", "H", "C", "C", "O", "H", "C", "C", "C", "H", "C", "O", "H", "O", "O", "H", "O", "H", "H", "H", "C", "N", "H", "H", "C", "H", "H", "H", "H", "O"],
  "positions_angstrom": [[4.88, 3.20, -3.05], [6.59, 1.06, 1.95], [0.89, -5.63, -0.77], [-5.33, 11.31, -1.04], [-2.77, -2.40, -3.03], [4.12, 1.21, -2.12], [9.33, -0.05, 4.39], [-0.44, -2.28, -2.16], [0.90, 2.90, -0.73], [-1.08, 9.18, 0.88], [8.31, -0.40, 4.58], [-5.59, 12.65, 0.10], [-3.39, 10.33, 0.43], [-2.11, -5.03, -3.53], [0.32, -5.70, 7.61], [-0.45, -4.98, -2.96], [-4.70, -0.88, -0.55], [7.37, 0.37, 3.84], [-3.58, -4.91, 1.26], [8.36, -0.33, 1.95], [-5.67, -3.62, -1.37], [-1.46, -4.81, -0.94], [-0.90, -3.98, -4.32], [-3.13, -2.96, -3.89], [6.49, 0.09, 0.12], [-2.93, -6.34, -0.65], [-5.52, -2.37, -3.70], [2.98, 1.48, -2.40], [3.45, -0.78, -1.16], [-0.68, -1.67, -1.28], [-2.71, 6.85, -1.94], [-3.00, 10.12, -0.69], [5.82, 1.73, 0.20], [-0.99, -1.88, 3.91], [-3.91, -5.92, -2.11], [4.22, 3.82, -2.45], [5.83, 3.70, -3.19], [1.79, 3.34, -1.15], [1.56, -3.46, -2.74], [-2.03, -3.88, -1.02], [-0.18, -2.49, 4.30], [-3.76, -1.18, -1.01], [-3.84, -4.01, 0.71], [-1.74, 8.29, 2.27], [-3.75, -5.74, -1.05], [8.23, -1.45, 4.33], [0.73, -6.46, 6.94], [-1.64, -3.25, -2.39], [-4.32, 11.23, 0.77], [-0.11, 3.89, -0.51], [-4.66, -6.05, -0.54], [-0.50, -4.78, 6.89], [0.90, -2.92, -1.91], [-2.34, 7.94, 0.64], [0.60, -1.84, 4.68], [-0.73, -3.29, 5.35], [-5.11, -1.61, -3.05], [-1.18, 6.74, -2.84], [-0.34, -1.59, -3.00], [4.43, 2.99, -4.02], [-4.74, -0.74, -3.60], [-5.93, -1.25, -2.43], [-0.32, -6.18, 8.34], [-3.06, -1.54, -0.27], [-1.26, -4.37, -3.36], [-4.85, 11.97, -0.33], [1.36, -5.73, 0.93], [4.52, 0.11, -1.49], [-1.45, 5.41, -1.26], [3.90, -1.64, -0.67], [-1.69, -3.23, -0.22], [-0.51, 4.52, -1.61], [1.49, -5.16, 0.01], [1.12, 2.48, 0.25], [-4.07, 12.54, -0.82], [-1.98, 8.73, 1.31], [6.63, 1.09, 0.52], [-2.99, 9.71, 1.53], [-2.45, 5.51, -3.09], [1.02, -3.76, 0.29], [7.52, 0.31, 2.52], [-3.52, -4.23, -0.77], [0.21, -3.12, 3.50], [-4.00, -2.17, -2.15], [1.41, -2.79, -0.60], [2.75, -0.31, -0.48], [1.30, -4.21, 5.66], [5.18, 1.97, -2.37], [0.53, 2.11, -1.39], [-0.11, 4.32, -2.72], [1.13, -5.18, 8.12], [-3.28, -3.19, 1.16], [8.07, -0.25, 5.63], [-1.97, 6.16, -2.36], [-4.43, -3.51, -1.68], [-4.91, -3.83, 0.88], [2.94, -1.11, -2.06], [0.14, -4.10, 5.94], [2.54, -5.18, -0.26], [-2.40, -1.45, -3.43], [-3.30, -0.28, -1.44], [7.58, 1.50, 0.18], [0.38, -3.46, 1.26]],
  "lowdin_spin": [0.000, 0.000, 0.000, 0.000, 0.004, 0.000, 0.000, 0.000, 0.000, 0.000, 0.000, 0.000, 0.000, 0.000, 0.000, 0.000, 0.002, 0.000, 0.001, 0.000, 0.516, 0.000, 0.000, 0.002, 0.000, 0.000, 0.000, 0.000, 0.000, 0.000, 0.000, 0.000, 0.000, 0.000, 0.000, 0.000, 0.000, 0.000, 0.000, -0.001, 0.000, 0.018, 0.015, 0.000, 0.009, 0.000, 0.000, 0.000, 0.000, 0.000, 0.000, 0.000, 0.000, 0.000, 0.000, 0.000, -0.001, 0.000, 0.000, 0.000, 0.000, 0.000, 0.000, 0.001, 0.001, 0.000, 0.000, 0.000, 0.000, 0.000, 0.000, 0.000, 0.000, 0.000, 0.000, 0.000, 0.000, 0.000, 0.000, 0.000, 0.000, 0.026, 0.000, 0.028, 0.000, 0.000, 0.000, 0.000, 0.000, 0.000, 0.000, 0.000, 0.000, 0.000, 0.375, 0.003, 0.000, 0.000, 0.000, 0.000, 0.002, 0.000, 0.000]
}

Record 2
{
  "formula": "C29H56AuClPSi",
  "method": "ωB97M-V/def2-TZVPD",
  "molar_mass_da": 696.2,
  "e_tot_ha": -2365.23646,
  "e_homo_ev": [-2.22, -2.77],
  "de_lowest_kj_mol": 221.3,
  "total_charge": -1,
  "s2": 2.019,
  "homo_lumo_gap_ha": [0.180, 0.199],
  "fmax_ev_per_a": 3.24,
  "multiplicity": 3,
  "species": ["H", "H", "H", "H", "C", "C", "H", "C", "H", "C", "H", "C", "H", "H", "H", "C", "C", "H", "H", "C", "Au", "H", "H", "H", "H", "C", "C", "H", "H", "C", "C", "H", "H", "H", "H", "H", "H", "C", "H", "H", "H", "H", "H", "H", "H", "H", "Cl", "H", "C", "Si", "C", "H", "C", "C", "H", "C", "H", "C", "H", "C", "H", "C", "C", "H", "H", "H", "H", "H", "C", "H", "H", "H", "H", "H", "C", "H", "C", "H", "H", "H", "H", "C", "C", "H", "H", "C", "P", "C", "H"],
  "positions_angstrom": [[-1.30, -0.08, 3.85], [-2.90, 3.88, -3.23], [-2.96, -0.24, 1.28], [-1.23, -4.92, 2.72], [-0.74, -0.68, -2.32], [0.20, -3.39, 2.24], [0.50, -2.35, 0.35], [0.32, 2.54, 4.83], [-0.14, 0.01, 6.77], [0.88, 0.00, 6.36], [-1.77, -0.87, -1.96], [2.58, -0.45, -0.50], [-3.16, -3.53, 1.38], [0.04, -2.51, -1.44], [-2.96, -3.59, 3.75], [-0.25, -2.47, 1.14], [-0.92, -3.95, 3.14], [-0.53, -4.16, 4.14], [2.15, -0.26, -3.22], [-0.03, -2.05, -2.43], [-0.16, 0.04, 1.45], [2.19, -0.52, 0.53], [-2.63, 1.18, -2.01], [0.98, -2.93, 2.87], [0.14, 0.16, -4.12], [4.07, -0.10, -0.48], [4.63, 0.13, -1.89], [-1.91, -1.67, -0.01], [2.43, -1.42, -0.99], [-1.60, -2.19, 0.91], [-3.11, 3.13, -1.21], [-0.07, -2.37, -5.30], [0.76, 3.15, -2.17], [-4.16, 2.91, -1.45], [3.04, -0.37, 3.97], [-2.66, -1.05, -4.35], [0.70, -4.25, 1.76], [-2.16, -3.06, 3.22], [-0.73, 4.96, -3.03], [-3.12, 3.58, -0.21], [-0.76, 4.82, -1.27], [1.72, 1.45, -3.30], [-0.49, 2.52, -3.26], [-1.93, -2.17, 3.81], [3.38, 1.17, 4.77], [1.23, -1.05, 6.34], [1.03, 2.22, 1.54], [1.98, 1.59, -0.77], [1.80, 0.63, -1.27], [0.93, 0.78, 4.64], [3.78, 1.08, -2.73], [-1.69, -3.05, -5.32], [-0.86, -0.05, -3.72], [-2.32, 1.83, -1.18], [-3.46, -1.90, 1.94], [-1.02, -2.39, -4.75], [1.00, -1.90, -2.79], [2.72, 0.67, 4.05], [4.20, 0.82, 0.12], [-0.32, 2.99, -2.28], [-1.62, -0.53, -5.69], [-0.82, 2.07, -1.17], [-2.58, 4.16, -2.22], [0.84, 3.04, 5.66], [-1.76, -3.23, -2.91], [-2.28, 1.38, 1.72], [4.14, 1.10, -3.76], [4.70, -0.84, -2.40], [-2.67, -2.65, 1.83], [-0.23, -3.94, -3.44], [5.66, 0.52, -1.81], [-0.57, 2.56, -0.21], [0.47, 3.13, 3.92], [-0.76, 2.55, 5.06], [2.29, 0.71, -2.72], [-2.54, 1.08, -0.09], [-2.27, 0.55, 0.98], [2.85, 1.15, 3.07], [1.53, 0.55, 7.06], [-3.04, 5.14, -2.02], [-0.07, -1.36, 3.78], [-1.61, -0.98, -4.68], [-0.24, -0.28, 3.60], [4.62, -0.90, 0.03], [-1.39, 0.90, -3.68], [-1.06, 4.32, -2.20], [-0.02, 0.40, -0.97], [-0.79, -3.00, -3.36], [3.88, 2.10, -2.33]],
  "lowdin_spin": [0.003, 0.000, 0.035, 0.000, 0.015, -0.003, 0.006, 0.000, 0.000, 0.007, 0.000, 0.014, 0.006, 0.000, 0.000, -0.010, 0.001, 0.000, 0.000, 0.001, 0.354, 0.015, 0.012, 0.000, 0.000, 0.001, 0.001, 0.004, 0.000, 0.086, 0.039, 0.000, 0.002, 0.000, 0.001, 0.000, -0.001, 0.001, 0.001, 0.006, 0.000, 0.000, 0.001, 0.000, 0.000, 0.000, 0.070, 0.000, 0.015, 0.015, 0.002, 0.000, 0.007, 0.387, 0.004, 0.000, 0.000, 0.002, 0.000, 0.019, 0.000, 0.024, 0.021, 0.000, 0.000, 0.017, 0.000, 0.000, 0.016, 0.000, 0.000, 0.003, 0.001, 0.000, 0.003, 0.097, 0.516, 0.000, 0.002, 0.003, 0.013, 0.002, 0.086, 0.000, 0.002, 0.000, 0.072, 0.000, 0.000]
}

Record 3
{
  "formula": "C29H56F12IN2O9S6",
  "method": "ωB97M-V/def2-TZVPD",
  "molar_mass_da": 1124.1,
  "e_tot_ha": -5809.36778,
  "e_homo_ev": -10.08,
  "total_charge": 1,
  "homo_lumo_gap_ha": 0.236,
  "fmax_ev_per_a": 10.64,
  "species": ["H", "H", "H", "C", "H", "H", "C", "H", "H", "C", "H", "H", "H", "H", "O", "O", "C", "C", "H", "H", "H", "H", "C", "C", "O", "H", "H", "H", "H", "C", "H", "F", "C", "C", "C", "H", "S", "H", "H", "F", "H", "H", "H", "H", "C", "H", "F", "H", "S", "F", "H", "C", "F", "C", "H", "O", "C", "H", "C", "H", "H", "H", "C", "H", "H", "C", "H", "H", "F", "H", "C", "C", "C", "C", "H", "O", "H", "H", "H", "O", "H", "N", "O", "H", "N", "H", "C", "O", "I", "S", "F", "C", "H", "F", "S", "F", "H", "H", "H", "H", "S", "F", "C", "H", "H", "C", "F", "H", "H", "C", "O", "C", "C", "S", "F"],
  "positions_angstrom": [[-10.25, -5.64, 5.75], [5.80, 8.65, -4.42], [3.95, 1.09, 1.56], [-3.72, -3.30, 1.38], [5.25, -4.56, -1.96], [1.60, 6.11, -3.51], [3.12, 0.97, 0.75], [7.28, 4.32, -4.78], [1.01, 1.35, -1.28], [1.63, 0.57, 1.39], [7.22, 8.16, -5.38], [5.59, 7.60, -5.85], [8.06, 5.71, -5.58], [3.59, 3.20, 1.98], [-0.28, -4.14, 3.63], [5.07, 5.90, -3.59], [-0.48, -1.45, 2.59], [-9.93, -5.31, 4.76], [0.54, 1.99, 5.02], [-8.94, -2.31, 2.88], [-3.16, 5.63, -2.05], [-0.08, -0.04, -3.34], [7.81, -4.65, -0.78], [6.25, 7.85, -5.01], [-0.34, -3.97, 1.16], [1.39, 5.06, -4.94], [-1.94, -0.80, 5.95], [3.80, 4.24, 0.37], [3.46, 0.06, 0.06], [0.78, -0.36, 0.36], [1.05, 1.61, 1.46], [-3.14, -3.79, 0.07], [0.42, -0.55, -2.38], [-1.16, 0.95, 3.86], [3.14, 3.41, 0.92], [-9.02, -5.85, 4.48], [2.24, 3.86, -3.03], [-2.74, 2.86, -4.73], [-2.12, -0.78, -0.28], [-5.14, -5.44, 0.78], [3.02, 5.62, -4.47], [-10.00, -3.68, 2.46], [-3.58, 3.97, -2.54], [6.40, 5.23, -6.04], [-5.21, -4.06, 1.39], [1.34, -1.33, -0.02], [-7.38, -4.26, 0.13], [-3.17, -1.63, 4.84], [-9.58, -3.54, 4.83], [-5.73, -2.91, -0.93], [2.20, 2.69, -5.14], [-9.16, -3.36, 3.08], [-3.26, -3.99, 3.90], [-3.32, 4.97, -2.90], [2.02, -0.82, 4.97], [-1.58, 6.25, -4.48], [0.33, 0.44, -1.04], [-1.13, 2.10, 5.89], [1.98, -0.95, -2.74], [-8.28, -3.97, 2.85], [-1.19, 0.37, 1.20], [8.54, -4.47, 0.00], [2.18, -2.33, -3.33], [3.08, 1.79, -3.88], [3.86, 3.18, -4.67], [-6.28, -3.25, 0.39], [-4.14, 5.37, -3.51], [-1.49, -2.42, 5.14], [-2.55, -5.31, 2.14], [8.25, -5.29, -1.55], [-2.46, 3.82, -5.17], [2.91, 2.77, -4.31], [-0.65, -0.69, 1.13], [-0.44, 1.36, 5.26], [5.93, -6.17, -2.31], [0.87, 3.36, -2.68], [1.56, 0.86, 3.44], [-3.32, 4.29, -5.64], [-0.78, 0.87, -0.96], [-1.44, -1.41, 0.12], [-0.50, 1.42, 2.99], [1.74, 0.04, 2.79], [5.71, -4.52, 0.87], [-1.68, 3.66, -5.92], [1.19, -1.38, 4.66], [-2.51, -0.54, 2.90], [2.05, 5.31, -4.10], [3.09, 2.26, 0.01], [2.55, -2.74, 2.41], [-0.92, -3.28, 2.46], [-5.89, -4.05, 2.70], [-2.00, -1.37, 4.94], [2.79, -0.13, 2.94], [-6.97, -2.12, 1.09], [6.44, 6.40, -3.94], [3.29, -3.21, -2.84], [-0.16, -1.55, -2.17], [4.44, -6.03, -1.35], [-2.18, 1.57, 3.82], [-10.72, -5.51, 4.04], [-1.80, 4.90, -3.87], [1.26, -2.90, -4.37], [1.06, -1.24, 3.13], [2.05, 3.91, 0.99], [1.41, -2.41, 4.80], [7.11, 5.31, -5.22], [-4.06, -1.87, 1.39], [7.49, -3.70, -1.22], [-0.15, 0.48, 5.97], [5.41, -5.57, -1.57], [-10.88, -2.83, 5.05], [-2.68, -3.83, 2.51], [-1.53, -0.60, 3.59], [6.38, -5.49, -0.05], [3.16, -0.08, -2.49]],
  "mulliken_charge": [0.322, 0.323, 0.487, 0.591, 0.142, 0.364, -0.898, 0.307, -0.137, -0.211, 0.388, 0.297, 0.392, 0.318, -0.650, -0.516, 1.145, -0.881, 0.293, 0.296, 0.316, 0.421, -0.929, -0.955, -0.584, 0.299, 0.385, 0.230, 0.124, 0.530, 0.083, -0.250, -0.590, -0.165, -0.720, 0.314, 0.591, 0.328, 0.530, -0.262, 0.248, 0.415, 0.319, 0.287, 0.559, 0.318, -0.254, 0.247, 0.490, -0.202, 0.334, -0.720, -0.286, -1.067, 0.306, -0.672, -0.196, 0.303, 0.511, 0.070, 0.441, 0.318, -0.044, 0.014, 0.307, 0.621, 0.347, 0.272, -0.240, 0.371, -1.011, -0.681, -1.761, -1.206, 0.399, -0.509, 0.547, 0.385, 0.346, -0.522, -0.109, 0.353, -0.561, 0.283, -0.227, 0.416, -0.930, -0.137, 0.534, 1.327, -0.213, -1.143, 0.716, -0.194, 0.380, -0.155, 0.307, 0.318, 0.501, 0.298, 0.759, -0.221, -2.114, 0.228, 0.438, -0.928, -0.286, 0.287, 0.282, -0.764, -0.625, 0.374, 0.203, 0.456, -0.322]
}

Record 4
{
  "formula": "C29H56O17S7Sr",
  "method": "ωB97M-V/def2-TZVPD",
  "molar_mass_da": 988.8,
  "e_tot_ha": -5235.69391,
  "e_homo_ev": -5.59,
  "de_lowest_kj_mol": 252.1,
  "homo_lumo_gap_ha": 0.217,
  "fmax_ev_per_a": 4.44,
  "species": ["H", "H", "H", "H", "H", "H", "H", "C", "H", "S", "C", "H", "H", "H", "H", "H", "C", "H", "H", "H", "C", "C", "O", "C", "C", "H", "O", "H", "C", "H", "H", "C", "C", "H", "O", "C", "S", "H", "H", "H", "C", "O", "H", "H", "H", "H", "C", "H", "H", "H", "H", "O", "C", "C", "H", "H", "H", "S", "S", "H", "S", "H", "H", "O", "H", "C", "H", "O", "O", "H", "H", "H", "O", "C", "O", "C", "S", "Sr", "H", "S", "C", "C", "H", "C", "O", "O", "H", "H", "H", "H", "H", "H", "H", "O", "C", "H", "C", "O", "C", "C", "C", "H", "C", "H", "O", "H", "C", "C", "O", "O"],
  "positions_angstrom": [[18.11, 9.68, 11.03], [18.01, 8.53, 13.59], [13.97, 8.51, 12.23], [18.40, 14.20, 13.86], [6.21, 11.10, 10.92], [17.98, 7.52, 12.17], [8.00, 13.12, 9.90], [11.35, 7.23, 9.91], [17.40, 10.52, 12.39], [9.33, 13.03, 11.95], [17.08, 11.84, 7.80], [11.59, 6.44, 7.81], [13.24, 8.75, 7.89], [16.45, 13.70, 15.25], [11.28, 16.00, 7.80], [17.35, 12.80, 5.19], [15.32, 12.86, 5.96], [7.52, 9.85, 12.79], [17.64, 11.05, 7.29], [11.27, 18.08, 14.13], [17.34, 9.61, 11.80], [11.98, 17.58, 13.48], [10.55, 13.14, 11.12], [11.21, 16.54, 12.57], [12.63, 18.56, 12.42], [14.50, 13.57, 6.04], [15.05, 14.06, 11.15], [9.24, 12.57, 7.73], [16.39, 13.56, 14.17], [13.50, 18.34, 10.28], [12.77, 17.09, 14.05], [13.23, 17.79, 11.18], [17.54, 13.23, 7.28], [9.54, 11.61, 13.80], [10.97, 17.19, 9.92], [17.43, 8.29, 12.70], [11.19, 9.71, 8.95], [15.83, 6.92, 12.22], [11.81, 6.49, 10.57], [8.96, 15.95, 5.80], [12.91, 11.60, 13.28], [9.75, 9.76, 8.74], [18.31, 13.98, 11.46], [10.92, 8.91, 11.26], [18.21, 12.47, 13.85], [15.66, 12.76, 14.05], [14.98, 8.78, 12.55], [17.32, 14.01, 8.01], [18.62, 13.11, 7.25], [11.74, 16.10, 6.11], [17.23, 11.76, 8.88], [11.80, 13.52, 8.30], [15.78, 14.83, 13.62], [9.52, 15.99, 6.74], [9.34, 16.99, 7.12], [16.73, 14.45, 5.82], [11.86, 8.68, 6.80], [16.15, 14.74, 11.81], [11.21, 13.77, 6.99], [7.01, 11.43, 13.35], [11.93, 16.60, 10.80], [13.44, 19.21, 12.74], [14.69, 14.87, 13.73], [15.24, 10.98, 10.85], [17.12, 12.57, 11.65], [7.64, 10.92, 12.61], [14.90, 9.54, 13.32], [16.71, 16.01, 11.28], [14.53, 12.42, 8.59], [11.27, 15.57, 13.07], [7.77, 14.84, 7.24], [9.76, 10.65, 12.30], [8.92, 14.16, 12.79], [7.26, 11.32, 11.11], [14.85, 10.43, 7.08], [15.99, 7.73, 12.94], [15.23, 11.75, 7.48], [12.99, 12.65, 10.54], [10.31, 6.97, 9.71], [15.63, 9.59, 11.01], [17.53, 13.50, 12.05], [11.00, 15.68, 6.80], [13.08, 6.80, 8.58], [7.79, 12.75, 10.91], [11.71, 13.08, 5.78], [13.23, 11.06, 14.32], [15.11, 12.24, 5.08], [12.53, 8.77, 10.60], [15.94, 7.32, 13.95], [7.76, 10.64, 10.42], [11.93, 19.33, 12.10], [7.07, 13.46, 11.33], [10.14, 16.57, 12.41], [12.51, 10.94, 12.28], [11.48, 8.63, 10.36], [9.09, 13.22, 6.09], [17.73, 13.40, 13.53], [12.94, 12.86, 13.11], [12.05, 7.17, 8.48], [9.14, 11.39, 12.81], [8.84, 14.83, 7.45], [9.00, 14.87, 8.52], [16.82, 13.37, 5.95], [16.28, 15.76, 13.89], [11.91, 10.96, 9.03], [14.09, 17.22, 11.52], [9.43, 13.44, 7.10], [12.17, 8.55, 7.84], [12.52, 15.29, 10.49], [15.54, 8.52, 10.04]],
  "mulliken_charge": [0.568, 0.401, 0.376, 0.348, 0.435, 0.264, -0.124, -0.780, -0.273, 1.038, -0.417, 0.321, -0.021, 0.428, -0.283, 0.270, -0.627, 0.434, 0.513, 0.365, -0.285, -0.743, 0.377, -0.585, -0.815, 0.077, -0.523, 0.176, -0.315, 0.467, 0.209, -0.383, -0.465, 0.640, -0.741, -0.660, 0.618, 0.323, 0.411, 0.326, 0.180, -0.826, 0.563, 0.503, 0.417, 0.033, -0.500, 0.130, 0.467, 0.479, -0.150, -0.152, -0.722, -0.809, 0.378, 0.403, 0.596, 0.887, 0.953, 0.342, 0.873, 0.480, 0.231, 0.619, -0.569, -0.874, 0.222, -0.782, -0.854, 0.112, 0.546, -0.532, -0.845, -0.335, -0.804, -0.801, 0.982, 2.335, 0.340, 0.761, -0.090, -0.104, 0.376, -0.512, -0.883, -0.921, 0.409, -0.800, 0.388, 0.041, 0.320, 0.445, 0.651, -0.427, 0.198, 0.421, -0.794, -0.693, -0.929, -0.013, -0.240, -0.063, -0.554, 0.523, -0.187, -0.076, -0.665, -0.285, -0.338, -0.820]
}